The following is a quantum chemistry calculation of a gas-phase ion, C5H11N2O2 (charge +1) in a non-equilibrium geometry, from the OMol25 dataset.

## Properties
orbital gap = 8.231 eV
E_tot = -456.78609 Ha
energy relative to the best compared isomer or geometry (same formula, charge and spin) = 2.4573 eV

Geometry as ORCA input:
```
! RIJCOSX wB97M-V def2-TZVPD def2/J DEFGRID3
* xyz 1 1
O -0.525 0.013 -1.529
O 1.537 0.006 1.358
N -2.467 0.940 -0.060
N -0.987 -0.729 0.718
C 0.746 -1.860 -0.522
C 1.494 1.597 -0.477
C 0.005 -0.567 -0.345
C -2.118 0.118 0.848
C 1.084 0.387 0.211
H -0.917 -1.329 1.511
H 2.176 0.549 1.683
H 0.827 2.487 -0.374
H -1.425 0.365 -1.414
H 1.298 1.250 -1.473
H -3.406 1.512 -0.068
H 0.082 -2.644 -0.789
H 1.329 -2.079 0.433
H 1.427 -1.804 -1.345
H 2.399 2.014 -0.209
H -2.558 -0.226 1.843
*
```

natural (NBO) population analysis, charges in e, atoms 1 to 6: -0.724, -0.541, -0.775, -0.640, -0.637, -0.791